[1]
ORCA calculation (wB97M-V/def2-TZVPD) on a 5-piece molecular cluster, C28H51N2O12S7 overall at a distorted geometry.

```
100
Properties=species:S:1:pos:R:3:forces:R:3:mulliken_charge:R:1
C 0.741 1.406 2.047 0.920 0.683 -0.651 -0.739
C 1.400 0.377 0.905 0.516 2.273 0.329 0.415
C 2.939 -0.029 1.282 0.726 1.763 -1.660 -0.751
O 3.147 -0.333 2.735 3.205 1.831 -0.117 0.053
C 4.323 0.445 3.170 -0.845 5.771 1.692 0.304
O 4.255 1.767 3.481 0.201 -8.973 -2.169 -0.525
C 5.771 -0.329 3.343 -1.245 -0.418 -1.089 -0.452
S 6.466 -0.162 5.080 -0.865 0.111 -0.549 -0.062
C 5.439 -1.190 6.316 -0.920 -0.433 -0.546 0.017
C 5.995 -2.745 6.107 -0.998 -0.451 0.842 -0.380
C 5.194 -3.772 7.142 -0.939 -3.401 -0.727 -0.076
N 4.901 -5.088 6.846 1.026 5.741 1.690 -0.576
C 3.782 -0.971 6.273 0.288 1.152 -1.461 -0.750
S 3.136 -0.719 8.054 3.893 0.643 -0.205 0.036
C 4.861 -0.158 8.578 0.041 -1.683 -2.949 -0.063
N 5.828 -0.490 7.633 -2.145 0.459 2.328 -0.016
O 0.502 -0.733 0.577 1.622 -2.762 2.327 -0.170
C 0.947 -2.023 1.110 3.675 -3.342 -4.662 0.544
O 1.682 -2.809 0.274 -4.831 5.049 5.607 -0.585
C 0.607 -2.665 2.578 -0.526 -1.988 -0.263 -0.489
S -0.129 -1.478 3.824 0.174 0.012 0.204 -0.255
H 1.279 2.450 1.848 -1.013 -2.226 0.492 0.244
H -0.407 1.608 1.862 2.370 -0.848 0.392 0.266
H 0.999 1.093 3.145 -0.751 0.482 -2.199 0.181
H 1.468 1.050 -0.080 -0.074 -1.819 2.075 -0.127
H 3.596 0.950 1.091 -1.760 -1.941 0.141 0.511
H 3.419 -0.853 0.577 -1.371 1.394 1.747 0.315
H 5.666 -1.454 3.037 0.191 2.203 0.538 0.247
H 6.543 0.211 2.614 -1.617 -1.124 1.834 0.388
H 5.773 -3.054 4.983 0.388 0.688 2.450 0.278
H 7.165 -2.767 6.257 -2.443 0.064 -0.142 0.379
H 4.814 -3.333 8.170 0.967 -0.589 -2.045 0.218
H 4.374 -5.478 7.670 0.643 0.488 -0.920 0.286
H 3.214 -1.760 5.612 1.119 1.242 1.793 0.391
H 3.491 0.084 5.808 1.012 -2.252 0.739 0.481
H 5.040 0.388 9.600 -0.042 -1.200 -2.234 0.366
H 6.839 -0.254 7.764 -1.275 -0.178 0.099 0.328
H -0.219 -3.506 2.389 1.863 1.861 0.095 0.255
H 1.544 -3.266 3.009 -1.889 1.664 -1.328 0.375
H -0.712 -2.214 4.869 0.658 -0.033 -1.551 0.151
C -3.942 -4.067 0.528 0.078 -0.166 -0.245 -0.549
C -5.030 -3.014 0.727 -0.020 0.168 -0.327 -0.571
C -5.497 -3.106 2.179 -0.596 0.302 -0.223 -0.667
S -4.106 -3.725 3.113 0.059 -0.005 0.118 1.096
O -4.443 -5.035 3.628 0.221 0.500 0.128 -0.674
O -3.592 -2.667 3.960 -0.082 -0.465 0.171 -0.633
C -3.010 -3.930 1.723 0.298 -0.112 -0.342 -0.400
H -3.408 -3.926 -0.416 -0.193 -0.096 0.256 0.124
H -4.393 -5.067 0.516 0.117 0.112 -0.012 0.320
H -4.613 -2.018 0.537 -0.044 -0.126 0.020 0.254
H -5.865 -3.158 0.034 0.173 0.033 0.111 0.372
H -5.792 -2.129 2.570 0.074 -0.256 0.144 0.356
H -6.322 -3.815 2.289 0.210 0.046 0.110 0.355
H -2.374 -4.803 1.874 -0.105 0.059 0.164 0.633
H -2.399 -3.026 1.643 -0.112 -0.018 0.084 0.021
C -2.501 -1.153 -4.646 0.134 0.115 -0.223 -0.447
C -4.012 -1.041 -4.846 -0.109 0.371 -0.011 -0.678
C -4.588 -2.455 -4.794 -0.549 0.260 -0.386 -0.664
S -3.485 -3.405 -3.758 0.135 -0.187 -0.004 1.112
O -2.850 -4.420 -4.572 -0.331 0.180 0.498 -0.687
O -4.153 -3.718 -2.511 0.188 -0.241 -0.434 -0.611
C -2.311 -2.097 -3.468 0.416 0.365 0.119 -0.711
H -2.043 -0.178 -4.457 -0.045 -0.145 0.010 0.197
H -2.040 -1.577 -5.545 -0.009 0.029 0.136 0.296
H -4.443 -0.436 -4.039 0.079 -0.078 -0.118 0.310
H -4.259 -0.548 -5.792 -0.004 -0.084 0.166 0.324
H -5.591 -2.464 -4.361 0.200 -0.206 -0.050 0.363
H -4.605 -2.917 -5.785 0.059 -0.066 0.225 0.338
H -1.301 -2.508 -3.406 -0.190 -0.121 0.069 0.462
H -2.578 -1.610 -2.526 0.022 -0.102 -0.095 0.362
C -0.395 5.755 -0.708 0.148 0.216 -0.010 -0.747
C -0.913 5.598 -2.137 -0.258 0.334 -0.087 -0.767
C -0.326 4.304 -2.697 0.011 0.259 -0.551 -0.135
S -0.047 3.233 -1.295 -0.690 0.182 -0.091 1.379
O 1.379 3.024 -1.151 -0.081 -0.373 0.036 -0.726
O -0.991 2.134 -1.339 0.659 -0.082 0.066 -0.705
C -0.575 4.395 -0.052 -0.079 0.329 0.481 -0.641
H -0.933 6.538 -0.165 0.102 -0.131 -0.060 0.412
H 0.668 6.025 -0.728 -0.126 -0.034 0.065 0.291
H -2.008 5.531 -2.122 0.165 -0.008 -0.035 0.340
H -0.645 6.456 -2.761 -0.072 -0.236 0.034 0.332
H -1.014 3.819 -3.394 0.148 -0.039 0.277 -0.143
H 0.636 4.480 -3.186 -0.091 -0.098 0.129 0.378
H 0.022 4.272 0.853 -0.058 -0.163 -0.135 0.264
H -1.630 4.198 0.163 0.153 -0.075 -0.060 0.415
C -0.653 2.484 -7.375 -0.099 -0.250 -0.112 -0.627
C -0.701 3.592 -8.425 0.216 -0.092 -0.304 -0.675
C -1.504 4.750 -7.834 -0.148 0.175 -0.662 -0.703
S -1.291 4.652 -6.063 0.177 0.263 -0.077 1.261
O -2.571 4.344 -5.461 0.370 0.262 0.126 -0.672
O -0.472 5.762 -5.619 -0.516 -0.261 0.203 -0.684
C -0.298 3.172 -6.065 0.293 -0.513 0.038 -0.333
H 0.077 1.711 -7.633 -0.122 0.102 0.066 0.380
H -1.637 2.007 -7.294 0.132 0.030 0.035 0.245
H 0.319 3.927 -8.650 -0.151 -0.056 0.037 0.308
H -1.146 3.242 -9.363 0.082 0.096 0.154 0.347
H -1.138 5.716 -8.191 -0.168 -0.081 0.239 0.348
H -2.570 4.651 -8.053 0.134 0.056 0.185 0.357
H -0.526 2.567 -5.186 0.000 0.180 -0.042 0.126
H 0.754 3.475 -6.052 -0.153 0.028 0.046 0.361
```
Forces are in eV/Å.

The net charge is +1.

[2]
ORCA calculation (wB97M-V/def2-TZVPD) on C28H52AlBCl20F5I2O3 as an isolated structure at a distorted geometry.

```
112
Properties=species:S:1:pos:R:3:forces:R:3:mulliken_charge:R:1
C 4.419 -3.804 -1.643 0.011 0.107 0.388 -1.592
C 3.287 -2.861 -1.234 -0.071 -0.461 -0.362 0.557
C 2.212 -2.698 -2.316 -0.289 0.035 0.625 -0.088
Al 0.655 -1.504 -1.927 0.218 0.350 -0.759 -0.805
O 1.019 0.226 -2.214 1.036 -0.484 0.125 0.594
B 2.304 0.679 -2.258 -0.564 0.443 0.082 -0.194
O 3.062 0.724 -3.425 0.165 0.191 0.893 -0.654
O 2.942 1.236 -1.125 0.071 -0.609 -0.318 0.279
C -0.847 -2.000 -3.203 -1.788 0.845 0.147 -0.044
I -0.393 -3.589 -4.555 -0.191 0.034 -0.039 -0.135
C -2.096 -1.473 -3.357 1.702 -0.763 0.051 0.294
C -3.196 -1.864 -4.305 0.262 0.260 -0.016 -1.556
I -2.547 0.213 -2.160 0.079 0.078 0.079 -0.061
C 0.163 -1.627 0.097 -0.175 -0.073 0.356 0.483
F -0.442 -0.479 0.607 0.087 -0.271 -0.202 -0.285
F 1.316 -1.774 0.880 -0.325 0.098 -0.180 -0.357
C -0.744 -2.771 0.578 -1.122 -1.460 0.522 0.919
F -1.181 -2.594 1.889 0.464 -0.427 -1.728 -0.288
F -0.057 -3.993 0.561 -1.146 1.833 -0.125 -0.361
F -1.894 -2.934 -0.208 2.076 0.291 1.440 -0.082
H 4.984 -3.401 -2.482 -0.002 -0.058 -0.195 0.362
H 5.117 -3.944 -0.812 0.079 0.016 -0.012 0.391
H 4.019 -4.785 -1.894 -0.011 -0.072 -0.217 0.302
H 3.728 -1.911 -0.950 -0.079 0.244 0.131 -0.251
H 2.811 -3.300 -0.355 0.041 0.202 0.191 0.116
H 2.672 -2.433 -3.271 0.021 0.066 -0.152 0.427
H 1.763 -3.686 -2.468 0.068 -0.092 -0.148 -0.308
H 2.543 0.395 -4.146 -0.402 -0.373 -0.657 0.244
H 2.696 2.151 -1.007 -0.146 0.397 0.242 -0.166
H -4.047 -1.200 -4.233 -0.138 0.075 0.073 0.426
H -3.533 -2.877 -4.099 0.011 -0.168 -0.063 0.301
H -2.817 -1.813 -5.329 -0.011 -0.164 -0.028 0.399
Cl -6.674 -4.008 -3.722 0.012 -0.009 -0.033 -0.194
C -6.260 -4.160 -1.993 0.029 -0.032 0.089 -0.376
C -6.673 -2.940 -1.207 0.022 0.008 -0.049 -0.538
Cl -5.691 -1.518 -1.651 -0.113 -0.084 0.106 -0.125
H -5.189 -4.326 -1.918 0.027 0.014 -0.056 0.235
H -6.780 -5.040 -1.620 -0.033 0.009 0.020 0.325
H -6.516 -3.122 -0.146 0.045 -0.009 0.009 0.294
H -7.719 -2.697 -1.374 -0.016 0.024 -0.038 0.350
Cl -0.520 4.232 3.486 0.062 0.006 0.078 -0.262
C -0.738 2.646 2.681 -0.045 -0.061 -0.016 -0.462
C -0.492 2.728 1.202 0.162 0.019 -0.104 0.605
Cl -1.754 3.671 0.360 -0.101 0.104 -0.010 -0.201
H -1.745 2.303 2.899 -0.036 0.030 0.018 0.359
H -0.024 1.961 3.132 0.043 0.008 -0.010 0.376
H -0.511 1.734 0.774 -0.016 -0.185 -0.097 -0.441
H 0.465 3.189 0.974 0.008 0.059 -0.002 0.104
Cl 5.633 5.112 -3.163 -0.016 0.004 0.025 -0.208
C 6.273 4.350 -1.679 0.065 0.001 0.020 -0.568
C 5.307 3.374 -1.066 -0.042 -0.141 0.030 -0.133
Cl 3.870 4.197 -0.393 0.204 0.077 0.144 -0.165
H 6.526 5.149 -0.987 -0.023 0.036 0.005 0.330
H 7.181 3.821 -1.959 0.011 -0.020 -0.039 0.375
H 5.785 2.853 -0.239 0.067 -0.013 0.028 0.226
H 4.949 2.636 -1.778 -0.028 0.001 -0.033 0.162
Cl -5.001 5.361 4.018 -0.016 0.001 -0.005 -0.204
C -3.782 5.807 2.789 0.015 -0.006 -0.006 0.054
C -3.851 7.266 2.432 0.047 0.014 0.033 -0.481
Cl -5.359 7.678 1.565 -0.067 0.051 -0.046 -0.183
H -3.942 5.176 1.920 -0.020 -0.035 -0.009 0.231
H -2.802 5.586 3.206 -0.030 -0.034 0.013 -0.080
H -3.023 7.518 1.773 -0.007 -0.021 -0.054 0.328
H -3.806 7.895 3.316 -0.035 0.010 0.030 0.335
Cl 1.115 4.142 -2.297 -0.121 -0.062 -0.108 -0.026
C 0.167 5.642 -2.221 -0.115 0.000 0.024 -0.515
C 1.012 6.865 -2.462 0.005 0.050 -0.021 -0.394
Cl 2.155 7.167 -1.125 -0.041 0.050 -0.014 -0.190
H -0.317 5.679 -1.249 0.010 -0.022 0.031 0.137
H -0.599 5.573 -2.992 -0.006 0.006 -0.027 0.316
H 0.371 7.742 -2.535 -0.027 0.008 0.011 0.339
H 1.591 6.770 -3.375 0.063 -0.025 0.000 0.301
Cl -10.159 5.524 -0.147 -0.019 0.010 -0.006 -0.198
C -9.311 6.611 0.985 0.053 0.063 -0.030 -0.327
C -9.000 5.940 2.296 0.079 0.002 0.049 -0.330
Cl -10.476 5.602 3.243 -0.004 -0.010 0.005 -0.202
H -9.934 7.489 1.128 -0.055 -0.002 0.007 0.356
H -8.381 6.911 0.506 0.035 -0.039 -0.007 0.161
H -8.373 6.592 2.900 0.009 0.029 0.001 0.216
H -8.479 4.999 2.145 -0.022 -0.050 -0.003 0.318
Cl 6.036 1.285 3.109 0.067 0.073 -0.027 -0.233
C 4.513 0.642 2.424 -0.125 0.067 0.032 -0.031
C 4.623 -0.806 2.040 -0.195 -0.099 -0.075 0.621
Cl 5.695 -1.035 0.641 0.290 0.026 0.017 -0.224
H 4.261 1.249 1.562 -0.030 0.061 -0.086 -0.119
H 3.746 0.766 3.187 0.020 -0.025 0.024 0.354
H 3.639 -1.165 1.738 -0.022 0.010 -0.018 -0.441
H 4.998 -1.416 2.855 0.066 0.006 0.019 0.136
Cl -3.401 -6.830 0.362 -0.015 0.023 -0.057 -0.210
C -2.731 -5.816 1.668 0.002 0.045 0.050 0.199
C -2.531 -6.602 2.935 0.058 0.038 0.047 -0.451
Cl -4.076 -7.104 3.680 -0.007 -0.018 0.012 -0.211
H -3.409 -4.982 1.821 -0.032 0.015 -0.011 0.330
H -1.771 -5.431 1.334 0.005 -0.045 -0.097 -0.287
H -2.013 -5.983 3.664 -0.012 0.030 0.019 0.323
H -1.948 -7.500 2.753 -0.021 -0.051 -0.010 0.349
Cl 5.720 -1.528 5.674 -0.052 -0.110 0.023 -0.133
C 6.753 -0.833 6.946 -0.015 0.043 0.030 -0.484
C 7.544 0.346 6.443 0.018 0.062 0.040 -0.415
Cl 8.793 -0.139 5.270 0.019 0.000 -0.006 -0.174
H 7.406 -1.620 7.314 0.016 -0.043 -0.035 0.323
H 6.094 -0.514 7.751 -0.017 0.028 0.000 0.297
H 8.057 0.821 7.277 0.014 -0.005 0.020 0.320
H 6.899 1.072 5.957 -0.009 -0.013 -0.062 0.267
Cl 0.996 -6.664 -2.833 0.009 -0.044 0.074 -0.049
C 1.132 -8.267 -3.587 0.007 -0.002 0.063 -0.567
C 1.657 -8.174 -4.996 0.037 -0.053 -0.041 -0.456
Cl 0.488 -7.398 -6.096 0.000 0.010 -0.014 -0.175
H 0.151 -8.734 -3.563 -0.040 0.015 -0.008 0.330
H 1.819 -8.857 -2.983 0.030 0.000 -0.004 0.280
H 1.846 -9.174 -5.384 -0.019 -0.019 -0.010 0.320
H 2.576 -7.598 -5.032 0.003 0.053 -0.004 0.311
```
Forces are in eV/Å.

The net charge is -1.

no.,E_HOMO (eV)
1,-11.20
2,-5.68